[1]
Below is a cluster of 2 separate species, C3H4N2O2S in total at a distorted geometry, with properties calculated with ωB97M-V/def2-TZVPD.

E_tot = -774.6338 hartree
Energy relative to the best compared isomer or geometry (same formula, charge and spin) = 291.3 kJ/mol
HOMO energy (alpha / beta) = -6.95 / -10.24 eV
Total charge = 0
Orbital gap (alpha / beta) = 7.4 / 9.5 eV
2S+1 = 3

Each line ends with the Löwdin spin population.
CARTESIAN COORDINATES (ANGSTROEM)
C: -1.562 0.030 -0.574  0.00
C: -1.345 1.297 -0.130  0.08
C: 0.674 0.066 -0.265  0.26
N: -0.367 -0.641 -0.621  0.15
N: 1.891 -0.537 0.103  0.15
O: 1.907 -1.759 -0.052  0.15
O: 2.840 0.166 0.402  0.18
S: 0.309 1.696 0.011  0.22
H: -2.439 -0.374 -0.840  0.00
H: -2.139 2.014 0.307  0.00
H: 0.395 -0.286 2.263  0.79
H: -0.164 -1.671 -0.604  0.01

[2]
Below is the ion C7H6ClO4 with charge -1 at a distorted geometry, with properties calculated with ωB97M-V/def2-TZVPD.

E_tot = -1031.4361 hartree
Energy relative to the best compared isomer or geometry (same formula, charge and spin) = 283.1 kJ/mol
HOMO energy = -2.49 eV
Total charge = -1
Orbital gap = 5.9 eV

Each line ends with the Mulliken charge.
CARTESIAN COORDINATES (ANGSTROEM)
C: 0.239 1.728 -0.676  -0.08
C: -1.124 1.564 -0.782  -0.83
C: 1.300 0.980 -0.187  -0.83
C: -1.831 0.345 -0.429  0.48
C: -1.196 -0.877 -0.333  -0.03
C: 1.404 -0.282 0.684  0.06
C: 1.190 -1.350 -0.315  0.51
O: -1.679 -1.980 0.390  -0.59
O: -0.035 -1.298 -0.957  -0.40
O: 0.703 -0.336 1.979  -0.62
O: 2.045 -2.056 -0.810  -0.62
Cl: -3.489 0.459 0.115  -0.26
H: 0.663 2.669 -1.021  0.23
H: -1.648 2.312 -1.143  0.53
H: 2.249 1.521 0.034  0.17
H: 2.345 -0.243 1.119  0.44
H: -0.177 -0.641 1.703  0.43
H: -0.959 -2.513 0.629  0.40

[3]
Below is the molecule C19H22N4O4S3 at a distorted geometry, with properties calculated with ωB97M-V/def2-TZVPD.

E_tot = -2451.7514 hartree
Energy relative to the best compared isomer or geometry (same formula, charge and spin) = 15.4 kJ/mol
HOMO energy = -8.30 eV
Total charge = 0
Orbital gap = 8.6 eV
SMILES string = CCN(CC)S(=O)(=O)c1cc(NC(=O)CSc2nnc(-c3cccs3)o2)ccc1C

Each line ends with the Mulliken charge.
CARTESIAN COORDINATES (ANGSTROEM)
C: -1.066 -0.434 2.295  -1.21
H: -0.285 -0.086 2.965  0.47
H: -0.705 -1.317 1.775  0.06
H: -1.942 -0.707 2.878  0.35
C: -1.393 0.675 1.300  0.12
N: -2.365 0.266 0.302  0.63
S: -1.702 0.153 -1.234  1.01
O: -2.763 -0.139 -2.154  -0.77
O: -0.875 1.295 -1.525  -0.47
C: -0.632 -1.270 -1.024  -0.02
C: 0.722 -1.055 -1.169  -0.18
C: 1.616 -2.087 -0.904  0.20
C: 1.119 -3.326 -0.510  -0.68
C: -0.243 -3.530 -0.409  -0.88
C: -1.152 -2.505 -0.657  0.58
C: -2.621 -2.714 -0.506  -1.61
H: -2.863 -3.774 -0.507  0.53
H: -3.153 -2.211 -1.309  0.29
H: -2.956 -2.275 0.433  0.10
H: -0.612 -4.502 -0.116  0.41
H: 1.805 -4.129 -0.283  0.42
N: 3.001 -1.885 -0.943  0.00
C: 3.659 -0.908 -1.627  0.34
O: 3.185 -0.234 -2.505  -0.58
C: 5.102 -0.726 -1.160  -0.84
H: 5.491 0.208 -1.566  0.41
H: 5.733 -1.555 -1.480  0.43
S: 5.211 -0.700 0.670  -0.23
C: 3.850 0.323 0.996  0.55
N: 3.151 0.379 2.083  -0.71
N: 2.184 1.291 1.872  -0.22
C: 2.334 1.747 0.659  0.52
C: 1.523 2.692 -0.024  0.51
C: 0.527 3.474 0.514  -0.57
C: -0.106 4.262 -0.455  -0.63
C: 0.407 4.069 -1.705  -0.42
S: 1.671 2.928 -1.731  -0.10
H: 0.099 4.534 -2.620  0.49
H: -0.911 4.942 -0.242  0.44
H: 0.290 3.464 1.561  0.58
O: 3.399 1.167 0.043  -0.23
H: 3.549 -2.490 -0.344  0.28
H: 1.059 -0.083 -1.486  0.76
C: -3.684 0.859 0.373  -0.60
C: -4.503 0.306 1.533  -1.18
H: -5.502 0.732 1.505  0.43
H: -4.045 0.560 2.486  0.28
H: -4.584 -0.775 1.459  0.26
H: -3.612 1.953 0.457  0.32
H: -4.168 0.619 -0.575  0.43
H: -0.479 0.967 0.779  -0.60
H: -1.764 1.555 1.833  0.52

[4]
Below is the molecule C5H3F4N at a distorted geometry, with properties calculated with ωB97M-V/def2-TZVPD.

E_tot = -646.4636 hartree
Energy relative to the best compared isomer or geometry (same formula, charge and spin) = 80.0 kJ/mol
HOMO energy = -11.94 eV
Total charge = 0
Orbital gap = 12.3 eV
SMILES string = N#C[C@@]1(F)[C@H](F)[C@@H](F)[C@@H]1F

Each line ends with the Mulliken charge.
CARTESIAN COORDINATES (ANGSTROEM)
C: -2.053 -0.093 -0.757  -0.12
C: 1.362 0.021 0.320  -0.05
C: 0.397 0.971 -0.397  -0.10
C: 0.243 -0.998 0.404  -0.01
C: -0.784 0.127 0.187  0.74
N: -2.929 -0.182 -1.466  -0.34
F: 2.414 -0.432 -0.490  -0.32
F: 0.506 2.256 -0.230  -0.31
F: 0.104 -1.681 1.531  -0.31
F: -1.230 0.679 1.364  -0.30
H: 1.690 0.326 1.364  0.34
H: 0.261 0.753 -1.456  0.39
H: 0.020 -1.746 -0.373  0.40

[5]
Below is a cluster of 2 separate species, C3H10N3 in total, with properties calculated with ωB97M-V/def2-TZVPD.

E_tot = -284.3241 hartree
Energy relative to the best compared isomer or geometry (same formula, charge and spin) = 136.3 kJ/mol
HOMO energy = -11.94 eV
Total charge = +1
Orbital gap = 8.4 eV

Each line ends with the Mulliken charge.
CARTESIAN COORDINATES (ANGSTROEM)
C: -0.032 -0.308 -1.994  -0.95
C: -0.305 0.994 -1.894  -0.07
N: 0.594 2.000 -1.602  -0.41
H: 0.938 -0.707 -1.705  0.40
H: -0.744 -0.978 -2.447  0.23
H: -1.294 1.357 -2.140  0.34
H: 1.515 1.718 -1.304  0.24
H: 0.237 2.790 -1.087  0.23
N: -0.716 -0.132 2.395  -0.31
C: -0.105 -0.671 1.371  0.60
N: 0.472 -1.841 1.387  -0.29
H: -0.785 -0.602 3.288  0.23
H: -1.155 0.766 2.287  0.26
H: -0.076 -0.125 0.429  0.02
H: 0.891 -2.197 0.540  0.26
H: 0.479 -2.426 2.211  0.22

[6]
Below is a structure of composition C9H17BiCl2NO2 at a distorted geometry, with properties calculated with ωB97M-V/def2-TZVPD.

E_tot = -1693.1964 hartree
Energy relative to the best compared isomer or geometry (same formula, charge and spin) = 203.6 kJ/mol
HOMO energy (alpha / beta) = -2.14 / -0.18 eV
Total charge = -1
Orbital gap (alpha / beta) = 3.7 / 1.8 eV

Each line ends with the Mulliken charge.
CARTESIAN COORDINATES (ANGSTROEM)
Bi: 1.254 -0.453 0.498  0.69
Cl: 0.049 -2.451 -0.709  -0.60
Cl: 1.825 2.084 0.922  -0.61
C: 2.494 -0.082 -1.217  -1.15
H: 3.254 0.719 -1.200  0.33
H: 2.759 -0.999 -1.797  0.41
C: -0.429 0.676 -1.024  -0.46
C: 0.834 0.549 -1.589  0.47
H: -0.962 0.398 -0.074  0.22
C: 0.828 -0.193 -2.963  -0.90
H: 1.151 1.576 -1.785  0.07
C: -0.323 0.137 -3.871  -0.72
H: 1.763 -0.100 -3.498  0.35
H: 0.744 -1.248 -2.720  0.25
C: -1.627 0.213 -3.043  -0.59
H: -0.171 1.124 -4.325  0.39
H: -0.409 -0.605 -4.671  0.35
C: -1.390 1.280 -1.949  -1.08
H: -2.496 0.504 -3.648  0.38
H: -1.860 -0.753 -2.568  0.26
H: -1.063 2.203 -2.486  0.32
H: -2.278 1.448 -1.378  0.39
N: -0.423 0.143 5.319  -0.26
C: -0.637 -1.201 4.731  -0.61
C: -0.146 -1.021 3.266  0.91
O: 0.264 -2.021 2.681  -0.58
O: -0.190 0.199 2.874  -0.76
H: 0.487 0.166 5.724  0.33
H: -1.109 0.374 6.029  0.35
H: -0.462 0.772 4.473  0.32
H: -0.040 -1.964 5.254  0.28
H: -1.692 -1.472 4.744  0.25